This record from OMol25 describes an isolated molecule of C4H10O2. The level of theory is ωB97M-V with the def2-TZVPD basis set.

Its frontier orbital gap is 0.405 Eh. The energy above the lowest of the compared OMol25 structures with the same formula, charge and spin comes out at 118.5 kJ/mol. Its SMILES is CO[C@@H](C)CO. The value obtained for the HOMO energy is -10.0 eV.

Element x y z (Å)
C -1.533 -1.310 -0.402
O -0.881 -0.366 0.426
C 0.126 0.394 -0.235
C -0.033 1.840 0.194
C 1.529 -0.174 0.153
O 1.432 -1.437 0.759
H -2.226 -0.806 -1.088
H -0.836 -1.919 -0.995
H -2.098 -1.974 0.256
H -0.043 0.312 -1.317
H -1.032 2.200 -0.070
H 0.711 2.495 -0.275
H 0.104 1.903 1.278
H 2.164 -0.281 -0.733
H 2.035 0.535 0.830
H 0.579 -1.411 1.220

Löwdin population analysis, charges in e, atoms 1 to 4: atom 1 (C): -0.0949, atom 2 (O): -0.1969, atom 3 (C): -0.3855, atom 4 (C): -0.0442

***

This record from OMol25 describes a structure of composition C27H38AsN6O5PdS2. The level of theory is ωB97M-V with the def2-TZVPD basis set.

Its frontier orbital gap is 0.166 Eh. The energy above the lowest of the compared OMol25 structures with the same formula, charge and spin comes out at 0.0 kJ/mol. The total charge is -1. The value obtained for the HOMO energy is -2.8 eV.

Element x y z (Å)
Pd 0.415 2.467 -0.525
C -0.603 -1.352 -2.847
C -0.663 0.129 -3.163
O 0.324 0.776 -3.441
N -1.925 0.653 -3.168
C -2.176 2.081 -3.072
C -2.918 2.363 -1.792
C -4.267 2.694 -1.748
C -4.867 2.855 -0.508
C -4.101 2.674 0.636
C -2.760 2.345 0.491
N -2.188 2.196 -0.701
H 0.441 -1.644 -2.765
H -1.075 -1.933 -3.643
H -1.122 -1.573 -1.912
H -2.685 0.037 -2.933
H -2.763 2.447 -3.921
H -1.203 2.572 -3.068
H -4.827 2.825 -2.666
H -5.916 3.113 -0.437
H -4.523 2.787 1.626
H -2.115 2.205 1.351
C 0.594 2.867 2.093
C 0.374 1.680 2.738
C 1.364 0.617 2.789
C 1.089 -0.613 3.299
C -0.182 -0.930 3.854
C -1.135 0.121 3.922
C -0.878 1.355 3.403
C -0.505 -2.243 4.264
N -0.773 -3.333 4.571
H 1.603 3.181 1.860
H -0.143 3.660 2.157
H 2.352 0.822 2.390
H 1.861 -1.377 3.302
H -2.084 -0.069 4.413
H -1.612 2.145 3.525
C -2.122 -6.434 1.995
C -1.412 -5.185 1.491
S -0.133 -5.632 0.343
O 0.937 -6.262 1.073
O -0.739 -6.312 -0.777
C 0.464 -4.081 -0.276
C 0.921 -3.105 0.789
N 1.224 -1.815 0.181
C 0.352 -0.786 0.090
N 0.897 0.273 -0.483
C 2.186 -0.056 -0.750
C 2.407 -1.340 -0.350
N 3.593 -2.108 -0.509
O 3.546 -3.298 -0.238
O 4.588 -1.520 -0.881
C -1.058 -0.857 0.542
H -2.909 -6.140 2.688
H -1.425 -7.080 2.526
H -2.565 -6.995 1.172
H -0.939 -4.644 2.318
H -2.091 -4.521 0.953
H -0.329 -3.658 -0.896
H 1.300 -4.368 -0.918
H 1.810 -3.475 1.290
H 0.160 -2.929 1.547
H 2.877 0.607 -1.238
H -1.107 -0.831 1.632
H -1.549 -1.768 0.189
H -1.577 0.012 0.143
C 3.252 5.533 -1.967
As 2.280 3.882 -1.507
C 2.725 2.869 -3.104
C 3.601 3.336 -0.159
S 0.294 4.716 -1.203
H 4.308 5.338 -2.159
H 3.142 6.225 -1.133
H 2.781 5.966 -2.849
H 3.770 3.055 -3.355
H 2.076 3.218 -3.906
H 2.537 1.809 -2.954
H 4.580 3.241 -0.633
H 3.300 2.403 0.309
H 3.641 4.119 0.599

Löwdin population analysis, charges in e, atoms 1 to 4: atom 1 (Pd): 0.1758, atom 2 (C): 0.0010, atom 3 (C): -0.5408, atom 4 (O): 0.0333

***

This record from OMol25 describes a structure of composition C18H16Cl4InN3O10P2S2. The level of theory is ωB97M-V with the def2-TZVPD basis set.

Its frontier orbital gap is 0.255 Eh. The energy above the lowest of the compared OMol25 structures with the same formula, charge and spin comes out at 378.3 kJ/mol. The total charge is -2. The value obtained for the HOMO energy is -3.0 eV.

Element x y z (Å)
In -1.910 1.649 -1.693
Cl -4.565 7.241 2.273
C -3.338 6.088 1.857
C -2.811 5.269 2.849
Cl -3.383 5.357 4.483
C -1.800 4.362 2.505
Cl -1.093 3.321 3.694
C -1.368 4.272 1.204
O -0.406 3.359 0.864
C -1.897 5.072 0.151
O -1.442 4.911 -1.020
C -2.893 6.001 0.541
Cl -3.570 6.995 -0.702
O -0.633 -2.724 -2.683
P -1.528 -1.448 -3.173
O -1.932 -1.625 -4.577
O -0.727 -0.244 -2.706
O -2.777 -1.627 -2.136
P -4.083 -0.639 -2.128
O -4.011 -0.152 -0.555
O -5.315 -1.427 -2.322
O -3.727 0.591 -2.916
H -0.907 -3.471 -3.226
H -4.512 -0.791 -0.038
S 0.660 3.868 -0.348
C 2.008 3.387 0.598
N 2.907 3.072 1.251
C -1.282 -1.695 1.957
C -0.686 -0.820 0.861
C 0.569 -1.472 0.279
N 1.220 -0.676 -0.757
C 2.364 -0.022 -0.701
S 2.967 0.898 -1.956
N 3.125 -0.132 0.494
C 3.681 -1.235 1.071
O 4.285 -1.164 2.129
C 3.573 -2.557 0.359
C 3.486 -3.702 1.145
C 3.477 -4.955 0.558
C 3.578 -5.074 -0.823
C 3.671 -3.935 -1.609
C 3.666 -2.676 -1.023
H -2.185 -1.238 2.363
H -0.576 -1.833 2.780
H -1.549 -2.680 1.565
H -0.435 0.165 1.264
H -1.428 -0.690 0.070
H 0.285 -2.418 -0.189
H 1.276 -1.686 1.076
H 0.653 -0.538 -1.612
H 3.422 0.764 0.875
H 3.428 -3.589 2.220
H 3.396 -5.841 1.175
H 3.587 -6.053 -1.286
H 3.741 -4.020 -2.686
H 3.742 -1.793 -1.645

Löwdin population analysis, charges in e, atoms 1 to 4: atom 1 (In): 1.0441, atom 2 (Cl): 0.6192, atom 3 (C): -0.7116, atom 4 (C): -0.7277

***

This record from OMol25 describes a structure of composition CHF3MgNO3S2Tl in a non-equilibrium geometry. The level of theory is ωB97M-V with the def2-TZVPD basis set.

Its frontier orbital gap (alpha / beta) is 0.191 / 0.142 Eh. The energy above the lowest of the compared OMol25 structures with the same formula, charge and spin comes out at 48.3 kJ/mol. The total charge is +2. The value obtained for the HOMO energy (alpha / beta) is -17.6 / -16.7 eV.

Element x y z (Å)
Tl 2.055 1.854 1.947
N 0.125 0.519 0.276
S 1.584 0.079 -0.286
O 2.648 0.448 0.791
S 0.104 2.278 0.632
O -3.014 1.779 -0.567
C 1.421 -1.754 0.051
F 0.428 -2.245 -0.675
F 1.191 -1.980 1.328
F 2.552 -2.340 -0.307
Mg -1.746 0.382 -0.186
O -3.608 0.429 -1.027
H -3.740 0.551 -1.975

Löwdin population analysis, charges in e, atoms 1 to 4: atom 1 (Tl): 1.1361, atom 2 (N): -0.7790, atom 3 (S): 1.0483, atom 4 (O): -0.6104

***

This record from OMol25 describes a structure of composition C13H24IN6O2SSm in a non-equilibrium geometry. The level of theory is ωB97M-V with the def2-TZVPD basis set.

Its frontier orbital gap (alpha / beta) is 0.278 / 0.286 Eh. As for the multiplicity: 6. The energy above the lowest of the compared OMol25 structures with the same formula, charge and spin comes out at 11.0 kJ/mol. The total charge is +2. The value obtained for the HOMO energy (alpha / beta) is -13.9 / -13.9 eV.

Element x y z (Å)
Sm 0.431 -0.276 -0.055
C -1.370 0.518 2.800
C -1.777 -0.892 2.360
N -0.664 -1.627 1.717
C 0.268 -2.327 2.624
C 1.263 -1.420 3.343
S 2.138 -0.205 2.273
C 1.591 1.399 2.982
C 0.445 2.114 2.256
N -0.596 1.203 1.737
H -0.767 0.472 3.705
H -2.272 1.078 3.049
H -2.576 -0.817 1.622
H -2.163 -1.436 3.226
H -1.091 -2.353 1.144
H 0.817 -3.051 2.020
H -0.276 -2.884 3.394
H 2.040 -2.040 3.786
H 0.794 -0.857 4.147
H 2.472 2.038 2.970
H 1.364 1.207 4.029
H 0.840 2.675 1.405
H 0.027 2.843 2.957
H -1.240 1.793 1.214
C -3.334 1.253 -2.885
C -2.177 0.701 -2.126
N -1.462 1.318 -1.254
O -1.786 2.587 -0.867
C -1.617 -0.657 -2.359
C -1.523 -1.265 -3.711
N -1.108 -1.115 -1.273
O -0.084 -1.998 -1.249
H -3.943 1.925 -2.279
H -3.978 0.453 -3.240
H -2.982 1.811 -3.758
H -2.514 2.941 -1.403
H -0.983 -0.611 -4.398
H -2.524 -1.411 -4.122
H -1.030 -2.233 -3.648
I 6.169 1.065 -2.945
C 4.282 0.300 -2.553
C 3.573 -0.649 -3.266
N 2.403 -0.822 -2.639
N 2.303 -0.050 -1.536
C 3.450 0.637 -1.486
H 3.839 -1.189 -4.160
H 1.678 -1.489 -2.856
H 3.649 1.345 -0.695

Löwdin population analysis, charges in e, atoms 1 to 4: atom 1 (Sm): 1.6189, atom 2 (C): -0.1560, atom 3 (C): -0.1563, atom 4 (N): -0.1904